Record 1
{
  "formula": "C25H19N5O2Pd",
  "method": "ωB97M-V/def2-TZVPD",
  "symbols": ["Pd", "O", "C", "C", "C", "C", "C", "C", "C", "O", "N", "N", "C", "C", "C", "C", "C", "C", "N", "H", "H", "H", "H", "H", "H", "H", "H", "H", "H", "C", "C", "C", "C", "C", "C", "N", "N", "C", "C", "C", "C", "C", "C", "H", "H", "H", "H", "H", "H", "H", "H", "H"],
  "xyz": [[-0.037, -0.181, -0.499], [0.644, -3.683, 3.019], [0.347, -2.830, 4.013], [0.039, -3.364, 5.266], [-0.279, -2.531, 6.317], [-0.299, -1.146, 6.149], [0.007, -0.616, 4.912], [0.333, -1.437, 3.830], [0.639, -0.868, 2.494], [0.934, -1.626, 1.538], [0.594, 0.477, 2.405], [0.678, 0.883, 1.131], [1.207, 2.027, 0.878], [1.392, 2.445, -0.506], [1.694, 3.770, -0.819], [1.887, 4.126, -2.137], [1.774, 3.152, -3.119], [1.478, 1.859, -2.732], [1.305, 1.498, -1.460], [0.817, -3.118, 2.224], [0.056, -4.440, 5.380], [-0.516, -2.960, 7.283], [-0.547, -0.497, 6.978], [0.006, 0.454, 4.752], [1.577, 2.640, 1.693], [1.761, 4.500, -0.023], [2.116, 5.151, -2.399], [1.918, 3.382, -4.165], [1.384, 1.071, -3.468], [1.351, -2.372, -5.469], [1.986, -1.819, -4.368], [1.247, -1.436, -3.257], [-0.127, -1.612, -3.247], [-0.769, -2.182, -4.343], [-0.030, -2.553, -5.450], [-0.839, -1.228, -2.062], [-2.018, -1.629, -1.982], [-2.597, -1.337, -0.754], [-3.913, -1.722, -0.505], [-4.452, -1.476, 0.741], [-3.671, -0.858, 1.716], [-2.358, -0.474, 1.464], [-1.800, -0.711, 0.217], [1.927, -2.668, -6.335], [3.060, -1.690, -4.366], [1.743, -1.024, -2.386], [-1.839, -2.326, -4.312], [-0.531, -2.992, -6.302], [-4.480, -2.214, -1.285], [-5.469, -1.770, 0.960], [-4.092, -0.672, 2.696], [-1.781, 0.003, 2.246]],
  "nbo_charge": [0.7278, -0.6940, 0.4360, -0.3077, -0.1712, -0.2751, -0.1395, -0.2706, 0.6188, -0.7243, -0.4728, -0.2005, -0.0136, 0.1729, -0.2291, -0.1480, -0.2619, 0.0579, -0.4880, 0.5122, 0.2195, 0.2085, 0.2096, 0.2304, 0.2043, 0.2270, 0.2241, 0.2282, 0.2113, -0.1959, -0.2080, -0.2429, 0.1714, -0.2281, -0.1997, -0.2109, -0.1087, 0.0563, -0.1804, -0.2433, -0.1571, -0.2662, -0.1100, 0.2190, 0.2214, 0.2316, 0.2407, 0.2200, 0.2223, 0.2178, 0.2176, 0.2405],
  "lumo_ha": -0.03886,
  "e_homo_ev": -7.67
}

Record 2
{
  "formula": "C6H12O2",
  "method": "ωB97M-V/def2-TZVPD",
  "symbols": ["O", "C", "C", "C", "C", "C", "C", "H", "H", "H", "H", "H", "H", "H", "H", "H", "H", "H", "H", "O"],
  "xyz": [[-2.263, -1.874, -0.913], [-1.090, -2.000, -0.601], [-0.017, -1.696, -1.579], [0.951, -0.588, -1.019], [0.206, 0.459, -0.229], [0.923, 1.530, 0.264], [0.422, 2.828, 0.974], [-0.577, -2.278, 0.322], [0.705, -2.542, -1.573], [-0.333, -1.721, -2.617], [1.787, -1.007, -0.443], [1.486, -0.194, -1.928], [-0.864, 0.424, -0.176], [1.997, 1.691, 0.064], [1.195, 3.044, 1.693], [-0.580, 2.632, 1.357], [0.301, 3.627, 0.217], [-2.226, -0.765, 2.142], [-0.681, -0.434, 1.982], [-1.342, -1.134, 2.064]],
  "lowdin_spin": [0.1028, 0.1616, 0.0343, 0.0594, 0.1682, 0.2008, 0.0575, 0.0262, 0.0124, 0.0083, 0.0142, 0.0381, 0.0303, 0.0284, 0.0052, 0.0045, 0.0219, 0.0048, 0.0050, 0.0159],
  "lumo_ha": [0.14946, 0.14176],
  "e_above_lowest_kj_mol": 173.7,
  "e_homo_ev": [0.95, -4.22],
  "multiplicity": 2,
  "charge": -1
}

Record 3
{
  "formula": "C12H20O5",
  "method": "ωB97M-V/def2-TZVPD",
  "symbols": ["C", "C", "O", "C", "O", "C", "C", "O", "O", "C", "C", "C", "C", "C", "C", "C", "O", "H", "H", "H", "H", "H", "H", "H", "H", "H", "H", "H", "H", "H", "H", "H", "H", "H", "H", "H", "H"],
  "xyz": [[1.533, -3.776, -1.574], [0.408, -3.037, -0.872], [0.943, -1.851, -0.300], [0.007, -1.061, 0.367], [-1.003, -0.618, -0.510], [-0.615, 0.364, -1.379], [-1.495, 0.451, -2.567], [-2.368, -0.330, -2.842], [-1.217, 1.516, -3.340], [0.439, 1.160, -1.184], [1.332, 1.061, 0.011], [2.743, 0.660, -0.437], [0.769, 0.082, 1.057], [-0.078, 0.772, 2.136], [-1.319, 1.499, 1.625], [-2.072, 2.181, 2.768], [-3.185, 2.914, 2.318], [1.951, -3.155, -2.362], [1.153, -4.696, -2.009], [2.321, -4.013, -0.865], [-0.390, -2.781, -1.581], [-0.027, -3.656, -0.073], [-0.541, -1.666, 1.112], [-1.817, 1.522, -4.103], [0.683, 1.897, -1.930], [1.396, 2.057, 0.466], [2.726, -0.350, -0.836], [3.429, 0.694, 0.406], [3.102, 1.341, -1.205], [1.612, -0.399, 1.563], [-0.387, 0.019, 2.866], [0.561, 1.488, 2.659], [-1.989, 0.789, 1.135], [-1.040, 2.258, 0.892], [-2.382, 1.429, 3.510], [-1.428, 2.909, 3.268], [-3.757, 2.326, 1.813]],
  "nbo_charge": [-0.6191, -0.0653, -0.5524, 0.3851, -0.5036, 0.1574, 0.7439, -0.5726, -0.6863, -0.1805, -0.2675, -0.5947, -0.2344, -0.3901, -0.4403, -0.0469, -0.7135, 0.2122, 0.2141, 0.2097, 0.1873, 0.1629, 0.1635, 0.5023, 0.2335, 0.2190, 0.2299, 0.2061, 0.2055, 0.2264, 0.2023, 0.2058, 0.2077, 0.2088, 0.1497, 0.1719, 0.4624],
  "lumo_ha": 0.02506,
  "e_above_lowest_kj_mol": 0.0,
  "e_homo_ev": -9.19,
  "smiles": "CCO[C@@H]1OC(C(=O)O)=C[C@H](C)[C@H]1CCCO"
}

Record 4
{
  "formula": "C6H7F",
  "method": "ωB97M-V/def2-TZVPD",
  "symbols": ["C", "C", "C", "C", "C", "C", "F", "H", "H", "H", "H", "H", "H", "H"],
  "xyz": [[-2.052, -0.132, -1.709], [-1.296, -0.151, -0.608], [-0.786, -0.367, 0.514], [1.637, 0.223, -0.460], [-0.681, -0.705, 1.901], [2.337, 1.411, -0.510], [2.173, -0.979, -0.475], [-1.793, 0.528, -2.536], [-1.654, -0.506, 2.295], [-0.629, -1.822, 1.923], [0.071, -0.297, 2.563], [1.778, 2.322, -0.449], [3.411, 1.383, -0.438], [-2.515, -0.908, -2.010]],
  "nbo_charge": [-0.3881, -0.0597, 0.0916, 0.4824, -0.7024, -0.6422, -0.3383, 0.1996, 0.2439, 0.2401, 0.2447, 0.2260, 0.2191, 0.1833],
  "lumo_ha": [-0.01578, -0.00725],
  "e_above_lowest_kj_mol": 604.8,
  "e_homo_ev": [-8.71, -7.93]
}

Record 5
{
  "formula": "C74H44Br3FO13",
  "method": "ωB97M-V/def2-TZVPD",
  "symbols": ["C", "C", "O", "C", "O", "O", "F", "H", "H", "H", "C", "C", "C", "C", "C", "C", "C", "O", "C", "C", "C", "C", "C", "C", "C", "O", "H", "H", "H", "H", "H", "H", "H", "H", "C", "C", "C", "C", "C", "C", "C", "O", "C", "C", "C", "C", "C", "C", "C", "O", "H", "H", "H", "H", "H", "H", "H", "H", "C", "C", "C", "C", "C", "C", "C", "O", "C", "C", "C", "C", "C", "C", "C", "O", "H", "H", "H", "H", "H", "H", "H", "H", "C", "C", "C", "C", "C", "C", "C", "O", "C", "C", "C", "C", "C", "C", "C", "O", "H", "H", "H", "H", "H", "H", "H", "H", "C", "C", "C", "C", "C", "C", "C", "O", "C", "C", "C", "C", "C", "C", "C", "O", "H", "H", "H", "H", "H", "H", "H", "H", "C", "Br", "Br", "Br", "H"],
  "xyz": [[-10.314, -0.521, -0.177], [-10.272, 0.245, -1.532], [-8.988, 0.802, -1.528], [-8.544, 0.938, -0.264], [-7.671, 1.682, 0.059], [-9.240, 0.112, 0.540], [-11.196, 1.251, -1.527], [-10.130, -1.574, -0.388], [-11.179, -0.281, 0.434], [-10.474, -0.414, -2.374], [8.362, -4.803, 7.910], [8.993, -3.571, 7.954], [8.278, -2.401, 7.845], [6.899, -2.425, 7.606], [6.256, -3.674, 7.507], [6.983, -4.816, 7.750], [4.759, -3.645, 7.287], [4.140, -4.680, 7.290], [4.042, -2.321, 7.163], [2.668, -2.374, 6.953], [1.952, -1.191, 6.894], [2.618, 0.019, 6.999], [4.010, 0.063, 6.967], [4.757, -1.119, 7.127], [6.197, -1.130, 7.314], [6.823, -0.086, 7.352], [8.887, -5.740, 8.022], [10.072, -3.587, 8.055], [8.772, -1.438, 7.822], [6.488, -5.775, 7.639], [2.098, -3.291, 6.981], [0.870, -1.193, 6.942], [2.119, 0.979, 6.964], [4.514, 1.010, 7.108], [7.152, -3.332, -5.388], [7.480, -2.080, -5.860], [6.620, -0.988, -5.620], [5.391, -1.225, -5.009], [5.162, -2.472, -4.368], [6.025, -3.520, -4.603], [3.886, -2.719, -3.631], [3.697, -3.775, -3.068], [3.052, -1.516, -3.394], [2.154, -1.609, -2.322], [1.323, -0.505, -2.082], [1.277, 0.531, -2.985], [2.272, 0.660, -3.952], [3.161, -0.372, -4.192], [4.282, -0.281, -5.185], [4.323, 0.619, -5.995], [7.849, -4.068, -5.775], [8.383, -1.875, -6.418], [6.943, -0.057, -6.064], [5.838, -4.470, -4.119], [2.161, -2.394, -1.584], [0.623, -0.708, -1.281], [0.552, 1.334, -3.023], [2.124, 1.454, -4.674], [1.711, 1.036, 3.449], [1.816, 1.619, 2.184], [0.787, 1.433, 1.289], [-0.388, 0.790, 1.700], [-0.518, 0.229, 2.961], [0.555, 0.402, 3.838], [-1.760, -0.338, 3.514], [-1.878, -0.739, 4.646], [-2.950, -0.293, 2.585], [-4.204, -0.593, 3.076], [-5.335, -0.475, 2.253], [-5.156, -0.149, 0.908], [-3.891, 0.160, 0.402], [-2.795, 0.053, 1.239], [-1.483, 0.609, 0.692], [-1.295, 0.760, -0.487], [2.577, 1.116, 4.095], [2.745, 2.136, 1.979], [0.880, 1.726, 0.251], [0.572, -0.132, 4.779], [-4.322, -0.859, 4.119], [-6.349, -0.675, 2.567], [-6.041, -0.048, 0.299], [-3.759, 0.346, -0.655], [-5.705, -1.701, -2.218], [-5.119, -0.945, -3.200], [-5.736, -0.877, -4.454], [-7.022, -1.372, -4.596], [-7.623, -2.143, -3.597], [-6.947, -2.305, -2.386], [-9.008, -2.667, -3.688], [-9.608, -3.078, -2.723], [-9.568, -2.689, -5.082], [-10.633, -3.547, -5.364], [-11.156, -3.647, -6.655], [-10.622, -2.836, -7.629], [-9.599, -1.933, -7.373], [-9.002, -1.905, -6.110], [-7.731, -1.129, -5.893], [-7.273, -0.376, -6.712], [-5.292, -1.844, -1.226], [-4.077, -0.649, -3.193], [-5.250, -0.288, -5.217], [-7.344, -2.787, -1.504], [-11.013, -4.126, -4.532], [-11.802, -4.481, -6.891], [-11.134, -2.773, -8.582], [-9.261, -1.347, -8.216], [4.429, 2.077, -1.558], [5.423, 2.080, -2.533], [5.933, 3.290, -2.966], [5.511, 4.504, -2.430], [4.482, 4.483, -1.493], [4.033, 3.268, -0.957], [3.898, 5.746, -0.983], [2.856, 5.778, -0.376], [4.720, 6.973, -1.220], [4.431, 8.147, -0.479], [5.053, 9.321, -0.863], [5.999, 9.416, -1.899], [6.276, 8.231, -2.556], [5.662, 7.028, -2.234], [6.115, 5.796, -2.928], [7.036, 5.804, -3.713], [3.963, 1.158, -1.224], [5.836, 1.174, -2.958], [6.730, 3.298, -3.700], [3.321, 3.206, -0.147], [3.772, 8.112, 0.375], [4.704, 10.198, -0.326], [6.586, 10.318, -1.981], [7.048, 8.336, -3.309], [-4.065, -1.202, 7.518], [-5.145, 0.424, 7.260], [-4.342, -2.529, 6.124], [-4.513, -1.875, 9.306], [-3.022, -0.918, 7.506]],
  "mulliken_charge": [-0.3427, 0.4952, -0.3142, 0.7798, -0.5350, -0.3557, -0.3321, 0.2682, 0.3109, 0.0560, -0.5827, -0.4113, -0.6792, 0.3167, 0.1402, -0.2439, 0.3511, -0.6507, 0.5102, -0.7150, -0.2612, -0.7377, -0.6717, 0.1860, 0.5026, -0.6671, 0.4126, 0.3747, 0.4393, 0.4148, 0.4556, 0.6066, 0.4821, 0.4461, -0.5152, -0.4701, -0.7060, 0.4795, 0.3179, -0.5279, -0.0287, -0.6361, 0.8394, -0.9709, -0.0392, -0.5810, -0.7996, 0.1794, 0.5292, -0.6131, 0.3620, 0.4025, 0.4293, 0.4889, 0.4688, 0.4185, 0.5165, 0.4440, -0.1128, -0.9737, -0.1892, 0.4668, 0.0648, -0.5335, 0.2964, -0.5688, 0.4148, -0.1405, -1.0716, -0.0235, -1.0348, 0.3271, 0.4276, -0.6251, 0.4561, 0.4690, 0.5609, 0.2224, -0.0764, 0.4999, 0.6577, 0.5169, -0.4027, -0.4910, -0.9583, 0.6391, 0.2248, -0.9382, 0.3869, -0.6610, 0.3059, -0.2911, -0.6070, -0.4189, -0.7207, 0.3516, 0.5264, -0.6394, 0.6706, 0.5083, 0.4316, 0.4518, 0.4451, 0.3855, 0.3537, 0.4579, -0.2148, -0.6315, -0.7350, 0.0436, 0.6369, -0.7053, 0.4333, -0.6006, 0.3757, -0.7588, -0.2374, -0.8075, -0.3649, 0.0858, 0.4825, -0.6363, 0.5049, 0.5692, 0.4715, 0.4542, 0.4394, 0.3437, 0.3865, 0.4093, -0.1929, -0.0468, 0.0030, -0.0604, 0.2748],
  "lumo_ha": -0.04643,
  "e_homo_ev": -9.57
}

Record 6
{
  "formula": "C51H38AsClN6OTa",
  "method": "ωB97M-V/def2-TZVPD",
  "symbols": ["Ta", "Cl", "C", "C", "C", "C", "O", "C", "C", "N", "C", "C", "C", "C", "C", "C", "C", "C", "N", "C", "C", "H", "H", "H", "H", "H", "H", "H", "H", "H", "H", "C", "C", "C", "C", "C", "C", "N", "C", "C", "C", "C", "C", "C", "N", "N", "C", "C", "C", "C", "C", "N", "H", "H", "H", "H", "H", "H", "H", "H", "H", "H", "H", "H", "H", "C", "C", "C", "C", "C", "C", "As", "C", "C", "C", "C", "C", "C", "C", "C", "C", "C", "C", "C", "H", "H", "H", "H", "H", "H", "H", "H", "H", "H", "H", "H", "H", "H", "H"],
  "xyz": [[0.549, 0.699, 0.703], [7.810, -0.525, 0.853], [6.164, -0.111, 1.100], [5.551, -0.398, 2.324], [4.222, -0.082, 2.542], [3.497, 0.501, 1.523], [2.180, 0.813, 1.681], [4.090, 0.798, 0.309], [3.352, 1.490, -0.702], [2.059, 1.609, -0.790], [1.536, 2.477, -1.808], [2.186, 2.905, -2.931], [1.567, 3.815, -3.818], [0.306, 4.272, -3.573], [-0.401, 3.802, -2.441], [-1.723, 4.192, -2.137], [-2.360, 3.663, -1.044], [-1.686, 2.728, -0.264], [-0.430, 2.350, -0.510], [0.227, 2.896, -1.579], [5.449, 0.508, 0.106], [6.134, -0.870, 3.108], [3.745, -0.282, 3.495], [3.957, 1.999, -1.446], [3.181, 2.550, -3.170], [2.110, 4.150, -4.692], [-0.173, 4.978, -4.243], [-2.227, 4.909, -2.778], [-3.372, 3.944, -0.781], [-2.180, 2.273, 0.584], [5.925, 0.746, -0.841], [4.176, -2.140, -2.311], [4.317, -2.587, -0.997], [3.315, -2.359, -0.068], [2.158, -1.687, -0.459], [2.009, -1.254, -1.772], [3.021, -1.470, -2.697], [1.129, -1.362, 0.478], [0.712, -2.257, 1.412], [0.904, -3.656, 1.327], [0.492, -4.446, 2.356], [-0.125, -3.895, 3.513], [-0.359, -2.551, 3.605], [0.038, -1.736, 2.540], [-0.087, -0.352, 2.534], [-0.416, 0.223, 3.614], [-0.353, 1.601, 3.484], [-0.454, 2.376, 4.626], [-0.238, 3.734, 4.527], [0.056, 4.289, 3.282], [0.104, 3.476, 2.180], [-0.115, 2.137, 2.262], [4.958, -2.332, -3.035], [5.217, -3.110, -0.695], [3.437, -2.682, 0.960], [1.080, -0.780, -2.077], [2.893, -1.151, -3.725], [1.348, -4.081, 0.437], [0.626, -5.519, 2.287], [-0.421, -4.549, 4.323], [-0.831, -2.106, 4.471], [-0.664, 1.883, 5.566], [-0.282, 4.360, 5.409], [0.232, 5.349, 3.166], [0.303, 3.882, 1.201], [-1.878, -5.205, -0.723], [-2.393, -4.601, 0.416], [-2.337, -3.221, 0.560], [-1.776, -2.446, -0.447], [-1.254, -3.045, -1.589], [-1.303, -4.426, -1.723], [-1.722, -0.518, -0.340], [-3.269, 0.013, 0.683], [-3.304, -0.282, 2.047], [-4.417, 0.057, 2.806], [-5.493, 0.701, 2.208], [-5.444, 1.024, 0.858], [-4.332, 0.691, 0.095], [-2.129, -0.075, -2.160], [-3.369, -0.453, -2.664], [-3.679, -0.177, -3.986], [-2.753, 0.461, -4.808], [-1.499, 0.798, -4.315], [-1.187, 0.528, -2.986], [-1.940, -6.280, -0.842], [-2.855, -5.203, 1.192], [-2.767, -2.771, 1.442], [-0.832, -2.450, -2.388], [-0.912, -4.892, -2.619], [-2.480, -0.786, 2.531], [-4.445, -0.187, 3.862], [-6.368, 0.953, 2.794], [-6.280, 1.531, 0.389], [-4.311, 0.957, -0.954], [-4.083, -0.978, -2.045], [-4.646, -0.469, -4.379], [-3.008, 0.682, -5.837], [-0.762, 1.261, -4.962], [-0.196, 0.762, -2.623]],
  "mulliken_charge": [1.8640, -0.1465, -0.0370, -0.5674, -0.8581, -0.0288, -0.4774, 0.3900, -0.0810, 0.2202, 0.4882, -0.6047, -1.3792, -0.7402, 0.8830, -1.0051, -1.4045, -0.0649, 1.3915, -0.4016, -0.9759, 0.5058, 0.5545, 0.5030, 0.5363, 0.4570, 0.5171, 0.5145, 0.5783, 0.6587, 0.5370, -1.0048, -1.0349, -0.1314, -0.8480, -0.1906, -0.8418, 1.5653, 0.1789, -0.0484, -1.0619, -0.9066, -0.5001, 0.2641, 1.6042, -1.3187, -0.0654, -0.6474, -0.4195, -1.0132, -0.2749, 0.2994, 0.4908, 0.5322, 0.6594, 0.3563, 0.5962, 0.6443, 0.5070, 0.4843, 0.5916, 0.6081, 0.4653, 0.5152, 0.4585, -0.7363, -0.8283, -0.1879, 0.8313, -0.5080, -0.9653, 2.2518, 0.9681, -0.4848, -1.4190, -0.8891, -1.0017, -0.7408, 0.4233, -0.8360, -0.9174, -0.9428, -0.7795, 0.4038, 0.4606, 0.5058, 0.4157, 0.3992, 0.5083, 0.7153, 0.5143, 0.4434, 0.5005, 0.6230, 0.7194, 0.4939, 0.4644, 0.5430, -0.2884],
  "lumo_ha": [-0.36460, -0.36976],
  "e_above_lowest_kj_mol": 54.9,
  "e_homo_ev": [-15.48, -15.31],
  "charge": 3
}